{"formula": "C35H52AsP3SYb", "method": "ωB97M-V with the def2-TZVPD basis set", "e_tot_ha": -6180.3726, "charge": 3, "mol_weight_g_mol": 845.75, "multiplicity": 2, "relative_energy_kcal_mol": 163.8, "symbols": ["Yb", "As", "S", "P", "P", "P", "C", "C", "C", "C", "C", "C", "C", "C", "C", "C", "C", "C", "C", "C", "C", "C", "C", "C", "C", "C", "C", "C", "C", "C", "C", "C", "C", "C", "C", "C", "C", "C", "C", "C", "C", "H", "H", "H", "H", "H", "H", "H", "H", "H", "H", "H", "H", "H", "H", "H", "H", "H", "H", "H", "H", "H", "H", "H", "H", "H", "H", "H", "H", "H", "H", "H", "H", "H", "H", "H", "H", "H", "H", "H", "H", "H", "H", "H", "H", "H", "H", "H", "H", "H", "H", "H", "H"], "coordinates": [[-0.81652, -0.01296, -3.75967], [0.10223, -2.23324, 2.56945], [1.89841, -0.35083, 0.42543], [-3.01436, -0.71404, -1.63656], [3.21204, 0.86354, -0.73236], [-0.41478, 2.22922, 1.31644], [-3.62328, -0.91449, 0.10025], [1.08798, 0.57102, -4.70050], [4.39206, 1.33495, 0.47525], [1.20707, 0.90352, 5.18020], [-3.45293, -2.37477, -2.27593], [-1.28277, 3.22771, 0.05603], [-2.33982, -3.56630, 3.44703], [2.33126, 2.21198, -1.48007], [0.13580, -0.98063, 4.11106], [1.89679, -2.94235, 2.93992], [-4.41744, 0.24655, -2.32995], [2.66242, -3.36083, 1.83623], [-3.12367, -4.63004, 3.90520], [1.80746, -2.18380, -4.70665], [1.19658, -0.06703, 4.17396], [2.42177, -3.03564, 4.22961], [3.73166, -3.49446, 4.42301], [-0.85695, -0.00146, 6.07341], [-2.52988, -5.84787, 4.24729], [1.24989, -0.21018, -3.59735], [1.68990, -1.34414, -5.97138], [-0.88004, -0.96441, 5.06465], [-0.44624, -1.96062, -4.57909], [0.78512, -1.65918, -3.76111], [-1.76806, 1.62659, 2.38497], [-0.94277, -3.73030, 3.35024], [0.17953, 0.93953, 6.12722], [0.35008, -0.03784, -5.84008], [-0.34525, -4.95368, 3.66630], [3.81560, -0.25173, -1.93935], [4.51384, -3.86542, 3.31934], [-0.62521, -1.11967, -5.66994], [3.97354, -3.80250, 2.02679], [0.37004, 3.49355, 2.39380], [-1.14293, -6.01179, 4.12854], [-4.70471, -0.13373, -3.31329], [2.00418, -0.12010, 3.44843], [-0.55723, 3.57207, -0.69477], [2.94946, -0.37617, -2.60921], [1.63276, -3.27526, -4.92289], [-0.02903, 0.76802, -6.54095], [0.70691, -2.06967, -2.76742], [2.03014, 1.61648, 5.23006], [4.57289, -4.09191, 1.15811], [-1.75655, 4.09069, 0.54123], [1.53893, 1.55785, -4.82285], [-2.54006, -2.98032, -2.29764], [-4.19893, -4.50233, 3.99050], [-1.05568, -2.82988, -4.25891], [-1.68034, -1.70773, 5.01688], [1.31082, 3.82165, 1.92582], [-0.32047, 4.34522, 2.48772], [-4.18101, -2.87342, -1.62669], [0.58652, 3.06208, 3.38253], [1.82364, -2.73213, 5.09278], [-0.67721, -6.95819, 4.38654], [1.74884, 2.73636, -0.70441], [3.91717, 1.97749, 1.22532], [-4.11228, 1.29597, -2.43325], [1.37354, -1.95010, -6.85280], [-2.27972, 0.79330, 1.88337], [0.73574, -5.09126, 3.55410], [2.83005, -2.13503, -4.25011], [-1.65169, 0.00302, 6.82481], [1.66604, 1.87652, -2.30280], [-2.81540, -1.35539, 0.70905], [4.10354, -1.21748, -1.50403], [-4.49200, -1.59392, 0.10992], [-3.91784, 0.04852, 0.54470], [2.66744, -0.83738, -6.22142], [5.19776, 1.87191, -0.03767], [4.78876, 0.42929, 0.95145], [4.13481, -3.54779, 5.44094], [-1.44648, -1.21362, -6.38979], [-5.27005, 0.19225, -1.64206], [4.65726, 0.18116, -2.49208], [1.15754, 0.65816, 0.78516], [-2.04046, 2.60045, -0.43427], [-3.13810, -6.66751, 4.60582], [5.54448, -4.20236, 3.47222], [-3.85563, -2.31248, -3.29026], [-2.80432, -2.61896, 3.16851], [3.08186, 2.90034, -1.90657], [2.24235, -3.32439, 0.83400], [0.19963, 1.68746, 6.92210], [-1.35081, 1.27456, 3.33721], [-2.47423, 2.44875, 2.56496]]}